Here is a cluster of 8 separate species, C68H85F7N4O4PSi in total from OMol25. Energies are from ωB97M-V with the def2-TZVPD basis set.

LUMO level, eV: -4.1
Total charge: +1
Spin multiplicity: 1
Total energy, eV: -122210.3260
Largest force on an atom, Eh/bohr: 0.1539
Relative energy (zero: lowest compared OMol25 entry of this formula, charge and spin), kJ/mol: 1951.0

```
170
Properties=species:S:1:pos:R:3:forces:R:3
C 4.95991 -5.44167 1.54040 0.004 0.828 -0.479
C 5.24918 -3.86523 1.95928 -0.604 0.169 0.528
C 6.71730 -3.25533 1.55885 0.366 0.856 -0.626
N 4.21851 -3.19399 2.57017 2.321 -4.323 -3.142
N 4.21029 -1.84285 2.25960 -1.822 4.473 1.034
C 2.86518 -1.36193 1.76126 -1.879 -0.290 -1.857
N 1.75310 -0.88486 2.66872 2.827 -0.433 -2.229
C 1.76266 0.61289 2.87988 -0.241 1.505 2.158
C 0.24615 1.27931 3.02829 -0.133 1.285 0.139
O -0.74615 0.33755 3.61001 -0.086 1.962 -0.683
N 2.61084 -1.40563 0.38424 -0.015 0.261 2.878
C 1.25404 -0.98036 -0.21590 -1.529 0.130 -0.896
C 1.20913 0.60583 -0.65293 -0.784 0.533 -0.511
C -0.20996 0.96687 -1.46042 0.407 1.061 0.375
C -1.48138 1.20906 -0.44256 -0.343 -1.680 -0.379
C -2.94787 0.78913 -1.12869 0.129 -0.408 0.564
C -3.89132 0.19646 0.09786 0.148 0.884 -0.026
C -5.44908 0.70604 0.02275 0.770 -0.790 0.515
C -6.33333 -0.27157 1.01243 0.631 0.642 1.084
Si -8.15190 -0.52269 0.38380 -0.553 -0.066 -0.431
C -9.34192 0.93650 0.90370 -0.311 -0.004 0.320
C -8.20052 -0.66619 -1.55816 0.706 0.729 -0.641
C -8.95581 -2.16009 1.05687 -2.625 -4.342 2.120
C -10.61448 -2.21552 1.21521 1.788 -3.871 1.053
C -11.34195 -3.60512 1.74538 3.080 -0.217 -0.204
C -10.50561 -4.96185 2.15519 2.665 3.973 -1.481
C -8.85946 -4.90200 2.02326 -2.764 3.201 -0.839
C -8.12440 -3.50712 1.48531 -3.440 -0.331 0.266
C 3.63000 -1.91101 -0.64123 1.295 -0.636 -0.399
C 4.96711 -0.97306 -0.77749 1.932 -0.461 -1.011
C 4.79479 0.34726 -1.73871 -1.065 -0.535 0.700
C 6.11483 -1.92942 -1.53009 -0.554 -0.896 0.308
P 4.77487 -0.96547 3.70452 6.301 0.471 4.767
O 6.24859 -1.42699 4.16913 -5.838 1.403 -2.483
O 4.92839 0.78494 3.44082 -0.196 -3.226 0.993
O 3.76084 -1.23782 5.13780 0.364 -0.378 -3.692
H 5.04226 -6.19430 2.43455 -0.023 1.529 -1.814
H 3.87847 -5.51675 1.04688 2.261 0.299 1.399
H 5.71686 -5.67794 0.65749 -1.418 0.309 2.199
H 7.57782 -3.50875 2.33842 -2.287 0.276 -1.298
H 7.11270 -3.65608 0.51777 -1.123 0.557 2.228
H 6.73233 -2.06542 1.46949 -0.309 -2.721 0.396
H 1.69051 -1.42398 3.55991 0.440 0.745 -1.080
H 2.43003 1.18576 2.09053 -1.619 -1.341 1.515
H 2.27876 0.79174 3.94148 -1.003 -0.266 -2.372
H 0.30149 2.19758 3.78520 0.342 -1.890 -1.692
H -0.11732 1.73675 2.00095 0.644 -1.229 1.924
H -1.59032 0.87273 3.82325 2.117 -1.186 -0.525
H 1.09317 -1.59775 -1.22495 0.696 1.255 2.318
H 0.34171 -1.30710 0.47857 2.317 0.969 -1.143
H 2.07937 0.87884 -1.38610 -1.508 -0.806 1.469
H 1.25713 1.36241 0.24026 0.043 -1.713 -1.512
H -0.45284 0.13936 -2.25460 0.434 1.601 1.535
H 0.01019 2.00075 -2.01005 -0.453 -2.383 0.936
H -1.55557 2.29312 -0.00362 0.349 -2.069 -0.902
H -1.34438 0.42804 0.44991 -0.284 1.801 -1.711
H -2.83146 -0.08939 -1.90934 0.030 1.887 1.475
H -3.45194 1.69502 -1.69579 1.032 -1.792 1.327
H -3.80489 -0.99029 0.13032 -0.282 2.589 -0.098
H -3.44034 0.62659 1.10587 -0.925 -1.042 -1.914
H -5.49872 1.79851 0.45962 0.049 -2.093 -1.142
H -5.79725 0.69533 -1.09715 0.517 0.006 2.199
H -6.37890 0.28178 2.06690 0.010 -1.311 -2.257
H -5.80988 -1.31456 1.24026 -0.953 2.180 -0.722
H -8.97953 1.98371 0.52020 -0.727 -2.137 0.936
H -9.41636 0.89674 2.08635 -0.110 0.308 -2.474
H -10.38006 0.69172 0.39776 1.945 0.676 1.192
H -7.23558 -1.22469 -1.95633 -2.170 0.848 0.678
H -8.10536 0.44659 -1.95594 -0.405 -2.321 0.577
H -9.20433 -1.15634 -1.91402 2.093 0.918 0.533
H -11.31526 -1.29742 0.93937 1.788 -2.220 0.681
H -12.52968 -3.67697 1.84565 2.947 0.378 -0.297
H -11.03600 -5.94128 2.54260 1.162 2.345 -0.930
H -8.25626 -5.85803 2.34425 -1.154 2.258 -0.805
H -6.93992 -3.49262 1.39229 -2.848 -0.085 0.255
H 3.17349 -2.00457 -1.73478 0.522 0.485 2.630
H 3.86480 -3.03527 -0.31635 -0.185 2.580 -0.598
H 5.45764 -0.65610 0.24306 -1.435 -0.725 -1.847
H 5.82444 0.74223 -2.13098 -1.958 -0.829 0.934
H 4.13644 0.01877 -2.66716 1.389 0.946 1.986
H 4.24108 1.17808 -1.09274 1.202 -1.565 -1.687
H 5.90763 -3.06210 -1.21477 0.517 2.363 -0.835
H 6.03978 -1.86758 -2.71116 0.140 -0.033 2.529
H 7.20579 -1.69038 -1.18083 -2.308 -0.222 -0.769
H 5.75404 1.07189 3.97024 -1.624 -1.092 -1.032
H 3.29705 -2.13016 5.06418 1.028 1.380 0.079
F -8.34508 2.76726 -1.44434 -0.024 -0.247 -0.130
C -7.99005 4.05858 -1.47704 0.325 1.258 -0.043
C -8.86693 5.02180 -0.99027 0.017 -0.120 0.012
C -8.49557 6.36598 -1.01939 0.317 -0.209 -0.145
C -7.25460 6.73323 -1.54559 -0.030 -0.065 0.026
C -6.38351 5.75946 -2.03641 -0.364 -0.004 0.192
C -6.75054 4.41456 -1.99686 -0.017 -0.097 0.017
H -9.83006 4.71852 -0.59296 0.092 -0.006 -0.036
H -9.17075 7.12601 -0.63411 0.191 -0.305 -0.206
H -6.96721 7.78217 -1.57220 -0.064 -0.197 -0.005
H -5.41988 6.04806 -2.44925 -0.168 -0.089 0.072
H -6.08201 3.64383 -2.36588 -0.097 0.025 0.013
F 9.03196 -1.79646 -2.41997 -0.317 -0.073 -0.354
C 10.14250 -1.60663 -1.69520 1.293 0.179 0.781
C 10.42065 -0.34213 -1.18793 -0.121 -0.024 -0.023
C 11.57421 -0.14518 -0.42892 0.027 -0.447 -0.096
C 12.44321 -1.21370 -0.19464 -0.067 0.045 -0.027
C 12.15784 -2.47800 -0.71236 -0.198 0.367 -0.003
C 10.99864 -2.67708 -1.46181 -0.127 -0.004 -0.084
H 9.73832 0.47773 -1.38720 0.046 -0.076 -0.011
H 11.79672 0.83782 -0.02130 -0.067 -0.171 -0.109
H 13.34511 -1.05861 0.39365 -0.182 -0.033 -0.126
H 12.83778 -3.30717 -0.53217 -0.182 0.126 -0.044
H 10.75685 -3.65521 -1.86420 0.016 0.119 0.003
F 10.81175 -5.67270 -0.24789 0.032 0.203 0.249
C 10.59265 -6.55549 -1.23140 -0.169 -0.826 -0.858
C 11.57648 -7.48607 -1.54725 0.024 0.043 0.046
C 11.34674 -8.40875 -2.56777 -0.388 0.281 0.019
C 10.13872 -8.38339 -3.26906 0.025 0.018 0.036
C 9.15944 -7.44220 -2.94794 0.380 -0.107 0.132
C 9.38506 -6.52703 -1.92004 0.042 0.055 0.062
H 12.51188 -7.48529 -0.99726 -0.115 0.021 -0.021
H 12.10644 -9.14536 -2.81719 -0.122 0.168 0.071
H 9.96174 -9.10036 -4.06794 0.032 0.150 0.163
H 8.22166 -7.42175 -3.49790 0.165 0.010 0.125
H 8.63124 -5.79444 -1.65133 0.088 -0.017 -0.005
F -6.56506 -0.03630 4.27684 -0.122 0.127 0.081
C -5.60482 -0.85818 4.72077 0.688 -0.658 0.381
C -4.34155 -0.81036 4.14153 0.010 0.071 0.010
C -3.33999 -1.66234 4.60691 -0.341 -0.151 0.263
C -3.61637 -2.56120 5.64009 -0.009 0.051 -0.055
C -4.88892 -2.60513 6.21158 0.173 0.243 -0.307
C -5.88693 -1.74534 5.75358 -0.067 0.034 -0.036
H -4.14770 -0.11149 3.33440 -0.086 -0.058 0.026
H -2.34686 -1.62733 4.16600 -0.177 0.029 0.032
H -2.83614 -3.22863 5.99973 -0.158 0.123 -0.061
H -5.10283 -3.30841 7.01280 0.005 0.163 -0.148
H -6.87904 -1.75991 6.19248 0.079 0.019 -0.100
F 4.10564 0.70537 -4.74191 -0.125 0.337 0.222
C 4.38572 -0.12247 -5.75722 0.276 -0.864 -1.121
C 5.57092 -0.84957 -5.74020 -0.058 0.040 0.110
C 5.86054 -1.71550 -6.79465 -0.409 0.157 -0.133
C 4.96581 -1.83652 -7.86076 0.041 0.012 0.072
C 3.78118 -1.09864 -7.87110 0.313 -0.043 0.274
C 3.48668 -0.24134 -6.81122 -0.027 0.062 0.100
H 6.25773 -0.73634 -4.90778 -0.040 0.035 -0.069
H 6.78082 -2.29427 -6.78703 -0.154 0.144 0.025
H 5.19421 -2.50868 -8.68514 -0.047 0.147 0.165
H 3.08828 -1.19139 -8.70392 0.112 0.039 0.187
H 2.56626 0.33294 -6.79877 0.106 -0.013 0.015
F 0.92422 6.78716 -1.22137 -0.053 0.023 0.030
C 1.88973 5.89633 -1.48371 0.658 -0.589 -0.204
C 2.20454 4.92932 -0.53532 -0.088 -0.026 0.055
C 3.20625 3.99839 -0.81014 -0.048 0.306 -0.475
C 3.89014 4.05179 -2.02719 -0.029 -0.046 0.064
C 3.57031 5.02934 -2.97060 -0.173 -0.077 0.368
C 2.56103 5.95303 -2.70004 -0.028 0.028 -0.001
H 1.66836 4.90849 0.40783 0.018 0.064 -0.092
H 3.45456 3.23356 -0.07848 -0.024 0.147 -0.043
H 4.67442 3.32827 -2.23929 -0.142 0.153 0.016
H 4.10677 5.07148 -3.91545 -0.132 0.011 0.175
H 2.29346 6.71395 -3.42566 0.008 -0.049 0.115
F -10.32362 8.81447 -0.16752 0.005 0.169 -0.321
C -10.62434 8.70219 1.13309 -0.338 -0.069 1.302
C -9.67984 8.18230 2.01133 0.046 0.011 -0.081
C -9.99067 8.06999 3.36645 -0.418 0.174 -0.186
C -11.24786 8.46913 3.82683 0.074 -0.024 -0.037
C -12.19090 8.98502 2.93663 0.402 -0.138 -0.055
C -11.87574 9.10757 1.58360 0.007 -0.008 -0.099
H -8.71159 7.86970 1.63421 -0.085 0.057 0.026
H -9.25641 7.67205 4.06248 -0.117 0.061 -0.165
H -11.49146 8.37719 4.88313 0.044 0.022 -0.213
H -13.17018 9.29118 3.29660 0.189 -0.036 -0.106
H -12.59360 9.51476 0.87932 0.095 -0.056 0.034
```
Forces are in eV/Å.